{
  "formula": "C42H61N10O3",
  "method": "ωB97M-V with the def2-TZVPD basis set",
  "elements": ["C", "C", "C", "C", "C", "C", "N", "O", "C", "C", "C", "H", "H", "H", "H", "H", "H", "H", "H", "H", "H", "H", "H", "H", "H", "H", "H", "H", "H", "N", "C", "C", "C", "C", "H", "H", "H", "H", "H", "N", "C", "C", "C", "C", "H", "H", "H", "H", "H", "N", "C", "C", "C", "C", "H", "H", "H", "H", "H", "N", "C", "C", "C", "C", "H", "H", "H", "H", "H", "N", "C", "C", "C", "C", "H", "H", "H", "H", "H", "N", "C", "C", "C", "C", "H", "H", "H", "H", "H", "N", "C", "C", "C", "C", "H", "H", "H", "H", "H", "N", "C", "C", "C", "C", "H", "H", "H", "H", "H", "C", "N", "O", "O", "H", "H", "H"],
  "coordinates": [[-68.924456, -14.617745, -40.367990], [-69.397831, -16.145880, -40.634549], [-68.884967, -17.004272, -39.502775], [-69.681571, -16.904120, -38.098132], [-71.140293, -17.223652, -38.300765], [-71.818716, -16.345036, -39.398732], [-70.878433, -16.175469, -40.632175], [-71.428923, -15.687567, -41.628313], [-72.105859, -14.933146, -38.788970], [-73.121497, -17.054867, -39.945492], [-68.842671, -16.705858, -41.869218], [-69.471748, -14.269953, -39.488748], [-69.178494, -13.837254, -40.953708], [-67.844570, -14.388929, -40.249848], [-67.888294, -16.869081, -39.103748], [-69.097017, -18.119548, -39.660267], [-69.672456, -15.929715, -37.619258], [-69.087794, -17.529046, -37.501709], [-71.753064, -16.859300, -37.321123], [-71.518183, -18.212906, -38.406795], [-71.240429, -14.525917, -38.225790], [-73.239442, -15.078449, -38.351256], [-72.131107, -14.113619, -39.652111], [-72.856803, -18.137338, -40.385904], [-73.505933, -16.350983, -40.848339], [-73.808438, -17.030019, -39.141320], [-67.750408, -16.510328, -41.947503], [-69.155900, -16.049977, -42.670525], [-69.004167, -17.703005, -42.312787], [-75.156714, -20.384767, -36.545038], [-76.527748, -20.389295, -36.918467], [-76.586640, -20.611560, -38.353344], [-75.181713, -20.556740, -38.792014], [-74.338422, -20.458975, -37.585970], [-74.894903, -20.397673, -35.558283], [-77.216576, -20.295502, -36.064777], [-77.423384, -20.777135, -38.922557], [-74.845228, -20.665974, -39.734754], [-73.216177, -20.384862, -37.534714], [-65.907712, -10.450413, -38.346155], [-66.743196, -10.654795, -37.197404], [-67.968182, -11.343779, -37.766468], [-67.941729, -11.257000, -39.234160], [-66.644466, -10.602392, -39.546383], [-64.813564, -10.118407, -38.423730], [-66.204667, -10.276965, -36.182635], [-68.886573, -11.668322, -37.300058], [-68.582607, -11.808981, -39.957890], [-66.215180, -10.257280, -40.436611], [-77.532567, -14.133746, -41.805380], [-78.190230, -13.604166, -40.797838], [-77.164276, -13.171259, -39.761500], [-75.922863, -13.649689, -40.265597], [-76.179593, -14.359986, -41.611641], [-77.891395, -14.160324, -42.905590], [-79.307820, -13.562763, -40.988609], [-77.256192, -12.601614, -39.004093], [-74.942283, -13.301959, -40.000681], [-75.584880, -15.168301, -42.319949], [-73.096132, -11.467931, -40.821968], [-71.813058, -11.712567, -40.823323], [-71.345380, -12.029091, -42.228113], [-72.588581, -11.873711, -43.146101], [-73.730982, -11.558524, -42.105174], [-73.506357, -11.329619, -40.109428], [-71.281988, -11.837250, -39.727681], [-70.382121, -12.338113, -42.529152], [-72.712563, -12.077807, -44.013397], [-74.662791, -11.339360, -42.247498], [-65.803270, -20.840239, -40.118774], [-65.388486, -20.935723, -41.453295], [-65.322662, -19.537459, -41.996675], [-65.696657, -18.518949, -40.895402], [-66.072632, -19.498958, -39.779405], [-65.614609, -21.767423, -39.615383], [-65.132590, -21.857582, -41.873090], [-64.860757, -19.043874, -42.658296], [-65.834401, -17.475931, -41.025050], [-66.368491, -19.446546, -38.906613], [-74.914391, -16.741257, -36.422259], [-75.786355, -15.952605, -37.159828], [-75.857229, -14.652691, -36.473397], [-74.857717, -14.692605, -35.380925], [-74.194649, -16.092596, -35.427065], [-74.781396, -17.667376, -36.508019], [-76.351375, -16.404091, -38.088261], [-76.347845, -13.844599, -36.759116], [-74.451817, -14.031401, -34.712386], [-73.316076, -16.475242, -34.724546], [-66.470999, -15.799219, -36.189484], [-66.875669, -14.655538, -36.888041], [-65.869334, -14.444674, -38.004042], [-65.081879, -15.738612, -38.205337], [-65.530033, -16.556258, -36.987668], [-66.963362, -16.349306, -35.331186], [-67.611954, -13.968475, -36.323350], [-66.062037, -13.789520, -38.761634], [-64.271133, -15.920782, -38.954109], [-65.176799, -17.446431, -36.721525], [-68.823002, -12.201293, -44.798338], [-68.000381, -13.045409, -43.933203], [-67.078147, -11.867714, -43.276895], [-67.547554, -10.553433, -43.909259], [-68.667049, -10.810623, -44.865149], [-69.289273, -12.542568, -45.481084], [-68.018019, -13.957160, -43.976676], [-66.131522, -11.993352, -42.691221], [-66.986574, -9.609203, -43.832070], [-69.207468, -10.121869, -45.470736], [-64.900834, -14.578878, -43.886655], [-64.901404, -15.182957, -42.546147], [-64.192529, -16.183847, -42.299797], [-65.488124, -14.710484, -41.562349], [-65.860989, -14.232871, -44.111426], [-64.659089, -15.476551, -44.616381], [-64.007780, -13.926204, -44.055108]],
  "atomic_forces_ev_per_a": [[0.01, -1.91, 2.49], [2.28, 0.37, 1.88], [-2.35, -1.90, 3.55], [-0.27, 1.14, -2.47], [-2.36, 1.99, 2.29], [0.16, -1.21, 0.37], [-2.69, 3.46, -2.54], [1.89, -2.00, 2.81], [-1.80, 1.24, -2.52], [1.91, 0.86, -3.66], [1.41, 0.94, -3.77], [0.53, -0.42, 0.66], [-1.51, 1.72, -3.47], [-0.41, -1.36, 0.31], [0.67, 0.33, -1.22], [0.83, 1.44, -0.63], [0.51, 0.36, -0.21], [0.15, -1.20, 1.23], [1.34, -0.84, -2.02], [0.55, -1.20, -0.35], [-1.03, -0.74, 0.62], [3.14, 0.88, -0.40], [-0.56, -1.79, 1.48], [-0.78, 2.43, 1.22], [0.53, -1.87, 2.23], [-0.87, -0.42, 0.64], [-0.56, -0.38, 0.79], [-0.40, 0.27, -0.54], [-0.33, 0.02, 1.32], [-2.42, 0.50, 1.17], [1.42, -0.94, -1.45], [4.50, 1.41, 4.18], [-1.09, 0.04, 6.07], [-0.16, -0.04, -4.21], [0.00, 0.11, -0.70], [0.06, -0.25, -1.02], [-1.77, -0.12, -1.19], [1.09, -0.32, -2.92], [-1.57, -0.26, 0.14], [0.08, 1.46, -1.02], [0.42, -1.23, -1.62], [2.55, 2.47, -0.62], [4.03, 1.11, 1.27], [-2.10, -2.52, 3.38], [-4.18, -0.92, 0.78], [-2.08, -1.56, -2.42], [0.35, 0.07, 0.66], [0.42, 1.08, 0.69], [0.44, 0.00, -1.19], [1.11, -2.10, -5.13], [0.05, 2.22, 2.41], [-0.41, -5.71, -8.78], [-1.62, -1.50, -3.73], [0.94, 0.78, 2.07], [0.75, -0.38, 4.33], [1.63, 0.57, 1.00], [-1.13, 3.71, 5.31], [0.22, -0.51, 0.54], [-1.54, 2.82, 2.02], [3.74, -2.25, -14.53], [4.64, -2.11, -1.39], [-5.39, 1.41, 1.62], [0.60, 2.86, 18.27], [10.72, -1.90, -1.04], [-7.31, 2.56, 11.93], [-1.12, 0.57, -3.30], [0.89, -0.04, -0.17], [-1.35, -2.27, -10.73], [-5.29, 1.18, -0.61], [0.89, -0.29, -2.64], [-0.18, 6.34, 0.13], [-3.75, -3.56, 9.37], [-1.05, -8.89, 1.34], [4.19, 0.38, -9.97], [-1.01, 2.62, -0.09], [0.38, -1.02, -0.60], [3.36, 2.27, -6.25], [0.05, 0.57, 0.38], [-2.89, 1.57, 8.47], [0.89, 3.85, 0.70], [-0.77, 1.24, 1.02], [4.87, -6.15, 1.60], [0.39, -6.28, -3.43], [-2.20, 4.27, 0.61], [0.22, -3.89, -1.07], [1.18, 1.12, 2.31], [-2.31, 3.28, -1.29], [0.29, 2.01, 1.28], [-2.44, 0.45, -1.94], [0.14, -3.20, -0.87], [2.71, 0.70, -0.19], [-1.92, -5.48, 3.33], [-3.28, 0.88, 5.02], [-0.74, 7.04, -3.60], [1.46, 2.33, -2.97], [1.47, -1.01, -1.50], [-0.07, 2.17, -1.63], [-1.11, -0.05, 0.94], [1.22, -3.43, 1.38], [4.18, 2.33, 5.49], [1.82, 18.31, 0.54], [-3.22, -0.84, -3.74], [-0.88, -3.37, -0.84], [4.89, -2.60, 4.80], [-4.29, -3.46, -5.31], [-0.29, -9.72, -0.32], [-1.41, 0.02, -0.40], [-0.65, -0.57, 0.27], [-0.40, -0.11, -0.39], [2.47, -2.98, -2.05], [1.81, -2.04, 4.14], [-0.69, 1.32, -2.13], [-0.65, 0.97, -2.14], [-1.01, 1.16, -0.18], [-0.62, 1.65, 1.56], [-1.15, -0.09, 0.70]],
  "homo_ha": -0.3513,
  "homo_lumo_gap_ev": 4.1,
  "charge": 1,
  "e_tot_ev": -65550.373,
  "de_lowest_kj_mol": 248.6
}